Below is a molecular structure, C25H35BF6N10O3SbSiTi, with properties calculated with ωB97M-V with the def2-TZVPD basis set.

Element x y z (Å)
Ti  -0.354  0.412  0.349
N  -1.423  -1.137  -0.725
C  -0.832  -1.968  -1.789
C  0.580  -2.360  -1.352
O  0.764  -3.303  -0.608
N  1.622  -1.611  -1.832
C  1.529  -0.610  -2.874
C  0.381  0.447  -2.665
O  -0.176  0.856  -3.684
O  0.144  0.809  -1.481
H  -1.612  -1.776  0.054
H  -2.320  -0.779  -1.051
H  -0.843  -1.430  -2.738
H  -1.405  -2.901  -1.889
H  1.377  -1.087  -3.850
H  2.471  -0.055  -2.903
C  -4.078  -1.001  1.043
C  -3.274  -0.148  1.960
C  -3.574  0.131  3.299
C  -2.601  1.012  3.708
N  -1.794  1.246  2.665
N  -2.187  0.527  1.590
B  -0.707  2.292  2.446
N  -1.199  3.084  1.215
C  -1.604  4.353  1.079
C  -2.091  4.508  -0.200
C  -1.943  3.248  -0.797
C  -2.331  2.836  -2.173
N  -1.405  2.404  0.077
N  0.615  1.640  2.024
C  1.576  1.086  2.807
C  2.720  0.967  2.049
C  2.403  1.513  0.799
C  3.237  1.664  -0.430
N  1.131  1.929  0.799
N  -0.453  3.205  3.631
C  0.647  3.984  3.751
C  0.564  4.652  4.949
C  -0.645  4.209  5.514
C  -1.222  4.578  6.836
N  -1.239  3.349  4.706
H  -5.092  -1.074  1.426
H  -4.120  -0.567  0.044
H  -3.672  -2.010  1.001
H  -4.381  -0.268  3.879
H  -2.439  1.511  4.643
H  -1.515  5.061  1.878
H  -2.488  5.399  -0.642
H  -2.445  3.711  -2.809
H  -1.570  2.182  -2.599
H  -3.281  2.298  -2.158
H  1.368  0.772  3.813
H  3.638  0.503  2.344
H  3.690  0.708  -0.687
H  2.584  1.996  -1.237
H  4.033  2.395  -0.281
H  1.397  4.007  2.986
H  1.259  5.354  5.367
H  -0.966  5.607  7.083
H  -2.302  4.461  6.821
H  -0.821  3.931  7.616
C  6.116  -0.773  1.258
Si  5.545  -2.156  0.069
C  6.837  -2.273  -1.350
C  5.400  -3.770  1.060
C  3.930  -1.836  -0.775
C  2.825  -1.776  -1.260
H  7.164  -0.899  1.525
H  5.538  -0.813  2.176
H  6.000  0.222  0.840
H  7.831  -2.481  -0.965
H  6.896  -1.344  -1.911
H  6.582  -3.062  -2.052
H  6.301  -3.971  1.633
H  5.207  -4.624  0.417
H  4.567  -3.686  1.750
F  0.927  -0.749  0.513
Sb  -0.109  -2.884  2.117
F  -1.968  -2.677  3.037
F  -0.282  -0.879  2.557
F  0.260  -3.533  4.004
F  2.004  -2.502  2.394
F  -1.892  -3.540  0.531

Its spin multiplicity is 3. The expectation value of S² is 2.02. The calculation puts the HOMO energy (alpha / beta) at -0.17528 / -0.23475 hartree. As for the net charge: -1. The calculation puts the frontier orbital gap (alpha / beta) at 7.26 / 5.53 eV.

Below is a molecular structure, C25H35BrF3N3O5ReSSi, with properties calculated with ωB97M-V with the def2-TZVPD basis set.

Element x y z (Å)
Re  -2.702  -0.024  -0.023
O  -4.792  3.136  1.727
C  -4.108  2.442  1.041
N  -4.040  1.045  1.040
C  -5.224  0.369  1.416
O  -5.965  0.690  2.291
C  -5.465  -0.737  0.420
C  -6.600  -1.530  0.449
C  -6.794  -2.433  -0.592
C  -5.882  -2.463  -1.636
C  -4.773  -1.632  -1.589
N  -4.557  -0.814  -0.569
C  -3.261  2.937  -0.109
C  -3.106  4.286  -0.379
C  -2.385  4.654  -1.509
C  -1.900  3.655  -2.342
C  -2.081  2.324  -1.998
N  -2.728  1.967  -0.886
H  -7.299  -1.431  1.265
H  -7.652  -3.087  -0.591
H  -6.013  -3.131  -2.471
H  -4.048  -1.623  -2.393
H  -3.551  5.009  0.289
H  -2.201  5.693  -1.735
H  -1.379  3.905  -3.252
H  -1.691  1.522  -2.612
C  4.502  2.241  -0.010
C  3.000  1.915  -0.086
C  2.236  2.916  0.786
C  2.497  2.081  -1.528
Si  2.838  0.013  0.446
Br  -0.544  0.567  0.900
C  2.933  -1.379  -0.944
C  1.734  -1.277  -1.900
C  4.240  -1.202  -1.740
C  2.922  -2.787  -0.332
C  3.191  -0.486  2.350
C  4.648  -0.947  2.466
C  2.236  -1.608  2.751
C  2.967  0.730  3.248
H  4.661  3.267  -0.333
H  5.104  1.601  -0.647
H  4.873  2.160  1.008
H  2.314  3.900  0.328
H  2.646  2.999  1.784
H  1.184  2.661  0.856
H  2.614  3.121  -1.826
H  1.441  1.831  -1.600
H  3.068  1.483  -2.230
H  1.741  -0.362  -2.481
H  0.796  -1.349  -1.360
H  1.769  -2.111  -2.597
H  4.323  -0.220  -2.195
H  4.269  -1.934  -2.544
H  5.111  -1.366  -1.112
H  1.975  -2.984  0.164
H  3.743  -2.931  0.365
H  3.041  -3.529  -1.120
H  4.864  -1.821  1.858
H  4.844  -1.223  3.502
H  5.350  -0.159  2.202
H  2.495  -2.552  2.287
H  1.208  -1.367  2.500
H  2.284  -1.753  3.829
H  3.687  1.519  3.051
H  3.111  0.424  4.284
H  1.956  1.117  3.152
F  -1.009  -4.333  -1.630
C  -1.879  -4.079  -0.658
F  -1.847  -5.044  0.240
F  -3.105  -4.008  -1.187
S  -1.483  -2.404  0.047
O  -0.190  -2.488  0.636
O  -2.598  -2.033  0.916
O  -1.559  -1.537  -1.148

Its spin multiplicity is 2. The expectation value of S² is 0.76. The calculation puts the HOMO energy (alpha / beta) at -0.55054 / -0.55054 hartree. As for the net charge: +2. The calculation puts the frontier orbital gap (alpha / beta) at 6.14 / 6.58 eV.

Below is a molecular structure, C25H35BrN8O5Pb, with properties calculated with ωB97M-V with the def2-TZVPD basis set.

Element x y z (Å)
Pb  -0.346  0.968  -0.235
O  -0.022  -2.526  -5.756
C  -0.286  -2.070  -4.518
O  0.736  0.550  -1.969
C  -1.012  -2.919  -3.650
C  -1.427  -4.224  -4.000
C  -2.124  -4.969  -3.081
C  -2.426  -4.421  -1.835
C  -1.975  -3.124  -1.568
N  -1.283  -2.407  -2.428
C  -2.292  -2.381  -0.286
O  -3.111  -2.992  0.597
O  -1.885  -1.281  0.004
H  0.365  -1.822  -6.288
H  -1.197  -4.614  -4.981
H  -2.450  -5.971  -3.324
H  -2.988  -5.024  -1.136
H  -3.408  -3.847  0.268
C  -3.938  3.198  -5.429
C  -2.747  3.289  -4.513
C  -1.818  4.327  -4.614
C  -0.733  4.389  -3.753
C  -0.658  3.365  -2.828
Br  1.432  3.328  0.554
N  -1.488  2.398  -2.696
C  -2.535  2.337  -3.527
H  -3.948  4.025  -6.138
H  -4.872  3.230  -4.866
H  -3.930  2.269  -6.000
H  -1.955  5.092  -5.371
H  0.001  5.180  -3.797
H  -3.227  1.512  -3.390
C  2.469  0.691  -1.806
N  2.962  -0.377  -1.063
C  4.165  -1.036  -1.530
C  4.397  -2.115  -0.489
N  3.283  -1.961  0.436
C  3.272  -2.891  1.549
C  2.437  -0.922  0.085
N  1.328  -0.475  0.708
C  0.737  -1.233  1.815
C  0.722  -0.498  3.151
N  0.129  0.807  3.171
C  -0.064  1.359  4.317
N  0.238  0.950  5.621
C  0.967  -0.155  6.193
C  -0.218  1.912  6.606
C  -0.798  3.056  5.780
N  -0.635  2.593  4.427
C  -1.047  3.409  3.308
H  3.004  0.705  -2.762
H  2.512  1.640  -1.287
H  0.162  -1.228  -4.013
H  4.992  -0.324  -1.569
H  4.009  -1.441  -2.534
H  5.346  -1.981  0.035
H  4.388  -3.118  -0.923
H  4.151  -3.523  1.439
H  2.402  -3.547  1.548
H  3.351  -2.387  2.514
H  1.325  -2.110  2.048
H  -0.247  -1.590  1.516
H  1.781  -0.454  3.457
H  0.214  -1.192  3.838
H  1.418  -0.798  5.454
H  0.311  -0.760  6.829
H  1.770  0.234  6.830
H  0.625  2.238  7.224
H  -0.956  1.458  7.278
H  -0.258  3.995  5.943
H  -1.852  3.241  6.009
H  -1.424  4.349  3.710
H  -1.824  2.921  2.722
H  -0.212  3.610  2.636
O  -1.785  2.083  0.330

Its spin multiplicity is 1. The calculation puts the HOMO energy (alpha / beta) at -0.25478 / -0.25394 hartree. As for the net charge: 0. The energy relative to the best compared isomer or geometry (same formula, charge and spin) comes out at 6.762 eV. The calculation puts the frontier orbital gap (alpha / beta) at 6.81 / 6.12 eV.

Below is 2 unconnected molecules or ions with the total composition C25H35ClF5N4O4S2, with properties calculated with ωB97M-V with the def2-TZVPD basis set.

Element x y z (Å)
N  -1.370  -5.259  1.674
C  -2.013  -4.674  2.592
N  -1.735  -4.837  3.976
N  -3.098  -3.842  2.237
C  -2.729  -2.690  1.406
C  -2.314  -1.467  2.220
C  -1.672  -0.292  1.433
C  -1.279  -0.656  -0.003
C  -0.518  0.379  -0.789
C  0.805  0.685  -0.475
C  1.448  0.098  0.749
C  1.598  1.117  1.923
C  1.226  2.545  1.615
C  2.207  3.507  1.442
C  1.884  4.823  1.147
C  0.562  5.204  1.032
C  -0.433  4.258  1.232
C  -0.101  2.948  1.520
C  1.501  1.538  -1.337
C  2.990  1.885  -1.273
F  3.599  1.496  -0.136
F  3.127  3.229  -1.392
C  3.758  1.195  -2.469
F  3.874  2.020  -3.511
F  4.970  0.804  -2.066
F  3.065  0.107  -2.856
C  0.856  2.135  -2.408
C  -0.461  1.864  -2.641
Cl  -1.245  2.655  -3.927
N  -1.132  0.973  -1.867
C  -2.543  0.657  -2.209
C  -3.494  1.412  -1.293
C  -4.945  1.024  -1.559
S  -6.020  1.660  -0.284
O  -7.299  1.879  -0.855
O  -5.320  2.701  0.411
O  -6.122  0.420  0.701
H  -0.634  -5.835  2.074
H  -2.357  -4.295  4.562
H  -0.795  -4.518  4.178
H  -3.577  -3.540  3.076
H  -1.930  -3.049  0.766
H  -3.610  -2.445  0.808
H  -3.187  -1.093  2.758
H  -1.609  -1.793  2.988
H  -2.369  0.547  1.446
H  -0.807  0.054  1.991
H  -2.163  -0.988  -0.529
H  -0.624  -1.530  0.040
H  0.900  -0.767  1.107
H  2.427  -0.284  0.476
H  0.969  0.773  2.744
H  2.620  1.096  2.292
H  3.251  3.238  1.546
H  2.670  5.551  1.006
H  0.289  6.223  0.800
H  -1.476  4.540  1.180
H  -0.909  2.247  1.688
H  1.374  2.818  -3.065
H  -2.676  -0.419  -2.178
H  -2.713  0.953  -3.235
H  -3.380  2.478  -1.492
H  -3.209  1.277  -0.253
H  -5.082  -0.053  -1.637
H  -5.294  1.500  -2.475
H  -5.504  0.580  1.430
C  6.450  -2.586  -1.041
S  4.853  -3.008  -1.746
O  4.056  -3.651  -0.667
C  5.456  -4.315  -2.817
H  6.289  -1.811  -0.295
H  6.881  -3.469  -0.571
H  7.104  -2.209  -1.827
H  5.955  -5.072  -2.213
H  6.141  -3.894  -3.552
H  4.597  -4.751  -3.322

Its spin multiplicity is 1. The calculation puts the HOMO energy at -0.40305 hartree. As for the net charge: +1. The calculation puts the frontier orbital gap at 6.63 eV.

Below is 2 unconnected molecules or ions with the total composition C25H35F4Si, with properties calculated with ωB97M-V with the def2-TZVPD basis set.

Element x y z (Å)
C  4.574  -2.046  -1.198
C  3.921  -1.685  0.137
C  2.481  -1.183  -0.012
C  1.849  -0.857  1.361
Si  0.024  -0.432  1.210
C  -1.047  -1.597  0.207
C  -2.518  -1.148  0.050
C  -3.339  -2.227  -0.667
C  -4.801  -1.834  -0.854
C  -0.785  0.156  2.812
C  -0.841  -1.038  3.806
C  0.089  -0.839  5.033
C  0.055  -2.075  5.917
H  0.061  2.312  -0.435
H  5.605  -2.388  -1.028
H  4.024  -2.850  -1.711
H  4.602  -1.181  -1.878
H  3.936  -2.566  0.800
H  4.521  -0.909  0.637
H  2.468  -0.267  -0.623
H  1.874  -1.938  -0.538
H  1.966  -1.710  2.054
H  2.379  -0.001  1.822
H  -0.590  -1.698  -0.796
H  -1.003  -2.601  0.668
H  -2.965  -0.933  1.035
H  -2.539  -0.211  -0.531
H  -2.886  -2.423  -1.651
H  -3.282  -3.173  -0.104
H  -5.358  -2.660  -1.319
H  -5.278  -1.585  0.108
H  -4.890  -0.951  -1.502
H  -0.221  0.995  3.256
H  -1.809  0.531  2.625
H  -1.878  -1.161  4.172
H  -0.554  -1.980  3.293
H  1.107  -0.613  4.680
H  -0.258  0.042  5.596
H  0.645  -1.905  6.817
H  -0.972  -2.305  6.218
H  0.447  -2.940  5.375
F  3.357  0.352  -4.042
C  3.033  1.368  -3.167
C  4.081  2.064  -2.580
C  3.719  3.068  -1.685
F  4.715  3.818  -1.114
C  2.407  3.350  -1.367
C  1.383  2.609  -1.969
C  0.013  2.840  -1.378
C  -1.308  2.407  -1.982
C  -2.396  3.183  -1.586
C  -3.675  2.839  -1.978
F  -4.727  3.611  -1.550
C  -3.932  1.728  -2.782
C  -2.831  0.973  -3.162
F  -3.043  -0.112  -3.997
C  -1.530  1.256  -2.741
C  1.684  1.621  -2.894
H  5.112  1.886  -2.841
H  2.173  4.080  -0.588
H  -0.071  3.878  -1.043
H  -2.244  4.036  -0.925
H  -4.933  1.505  -3.126
H  -0.756  0.525  -2.977
H  0.953  0.985  -3.368

Its spin multiplicity is 1. The calculation puts the HOMO energy at -0.44407 hartree. As for the net charge: +1. The energy relative to the best compared isomer or geometry (same formula, charge and spin) comes out at 0.000 eV. The calculation puts the frontier orbital gap at 6.39 eV.

Below is a molecular structure, C25H35N2OP2RuSi, with properties calculated with ωB97M-V with the def2-TZVPD basis set.

Element x y z (Å)
Ru  0.953  -0.268  0.268
C  2.064  -1.275  3.715
P  0.599  -1.060  2.679
C  -0.593  -0.101  3.647
C  -0.171  -2.711  2.486
C  -1.125  -2.772  1.286
P  -0.272  -2.340  -0.267
C  1.011  -3.599  -0.497
C  -1.440  -2.571  -1.619
H  1.800  -1.846  4.608
H  2.450  -0.304  4.023
H  2.842  -1.807  3.168
H  -0.715  -0.578  4.622
H  -1.557  -0.068  3.138
H  -0.250  0.921  3.808
H  -0.711  -2.944  3.407
H  0.629  -3.450  2.398
H  -1.970  -2.089  1.412
H  -1.539  -3.777  1.173
H  0.575  -4.588  -0.340
H  1.843  -3.457  0.190
H  1.391  -3.541  -1.517
H  -1.801  -3.601  -1.597
H  -0.948  -2.379  -2.572
H  -2.284  -1.891  -1.524
N  4.139  0.777  -1.305
C  3.982  -0.436  -0.783
N  4.989  -1.299  -0.789
O  2.870  -0.798  -0.257
H  5.000  1.059  -1.746
H  3.366  1.422  -1.321
H  5.891  -1.077  -1.181
H  4.863  -2.208  -0.378
C  2.676  3.889  0.228
C  2.198  3.703  -1.067
C  1.223  2.755  -1.323
C  0.637  2.031  -0.254
C  1.132  2.251  1.050
C  2.163  3.151  1.288
Si  -0.921  1.055  -0.692
C  -1.180  0.701  -2.454
C  -2.437  0.944  -3.028
C  -2.656  0.695  -4.375
C  -1.626  0.202  -5.162
C  -0.369  -0.044  -4.611
C  -0.148  0.206  -3.270
C  -2.294  1.174  0.492
C  -2.297  2.167  1.489
C  -3.379  2.297  2.343
C  -4.460  1.431  2.225
C  -4.474  0.438  1.248
C  -3.403  0.312  0.384
H  3.447  4.626  0.413
H  2.588  4.306  -1.877
H  0.871  2.608  -2.337
H  0.641  1.787  1.902
H  2.534  3.310  2.291
H  -3.247  1.343  -2.427
H  -3.626  0.893  -4.811
H  -1.797  0.011  -6.213
H  0.428  -0.423  -5.237
H  0.841  0.010  -2.861
H  -1.474  2.866  1.572
H  -3.394  3.080  3.089
H  -5.308  1.539  2.888
H  -5.330  -0.216  1.156
H  -3.441  -0.441  -0.395

Its spin multiplicity is 5. The expectation value of S² is 6.02. The calculation puts the HOMO energy (alpha / beta) at -0.61321 / -0.63920 hartree. As for the net charge: +3. The energy relative to the best compared isomer or geometry (same formula, charge and spin) comes out at 0.000 eV. The calculation puts the frontier orbital gap (alpha / beta) at 7.25 / 6.29 eV.